Entry 1:
{
  "formula": "C28H78N6O10",
  "method": "the ωB97M-V functional and the def2-TZVPD basis",
  "smiles": "COC[C@H](C)N.COC[C@H](C)N.COC[C@H](C)N.COC[C@H](C)N.COC[C@H](C)N.COC[C@H](C)N.OCCO.OCCO",
  "e_lumo_ev": 0.5,
  "homo_lumo_gap_ha": 0.2979,
  "de_lowest_ev": 10.4846,
  "homo_ev": -7.625,
  "elements": ["C", "O", "C", "C", "C", "N", "H", "H", "H", "H", "H", "H", "H", "H", "H", "H", "H", "C", "O", "C", "C", "C", "N", "H", "H", "H", "H", "H", "H", "H", "H", "H", "H", "H", "C", "O", "C", "C", "C", "N", "H", "H", "H", "H", "H", "H", "H", "H", "H", "H", "H", "C", "O", "C", "C", "C", "N", "H", "H", "H", "H", "H", "H", "H", "H", "H", "H", "H", "C", "O", "C", "C", "C", "N", "H", "H", "H", "H", "H", "H", "H", "H", "H", "H", "H", "C", "O", "C", "C", "C", "N", "H", "H", "H", "H", "H", "H", "H", "H", "H", "H", "H", "O", "C", "C", "O", "H", "H", "H", "H", "H", "H", "O", "C", "C", "O", "H", "H", "H", "H", "H", "H"],
  "positions_angstrom": [[2.902, -10.846, 34.877], [3.451, -10.921, 33.545], [2.414, -11.029, 32.598], [2.970, -10.854, 31.247], [3.770, -9.635, 31.013], [1.982, -10.804, 30.214], [2.168, -11.595, 35.061], [2.363, -9.850, 34.855], [3.778, -10.984, 35.578], [2.014, -11.979, 32.913], [1.744, -10.175, 32.820], [3.672, -11.617, 31.021], [4.124, -9.669, 29.988], [4.691, -9.686, 31.603], [3.335, -8.681, 31.223], [1.354, -9.977, 30.383], [2.440, -10.490, 29.370], [12.077, -11.609, 33.343], [12.369, -11.043, 32.145], [13.029, -9.765, 32.323], [12.849, -8.886, 31.110], [13.561, -9.506, 29.918], [13.392, -7.608, 31.339], [11.805, -12.640, 33.175], [11.202, -11.084, 33.751], [12.923, -11.542, 34.023], [12.555, -9.251, 33.198], [14.080, -10.111, 32.609], [11.823, -8.885, 30.951], [13.252, -9.101, 28.953], [13.287, -10.608, 29.814], [14.568, -9.316, 29.926], [13.659, -7.222, 30.407], [12.897, -6.857, 31.779], [10.509, -16.902, 30.690], [9.415, -16.401, 29.909], [8.939, -15.246, 30.463], [7.777, -14.712, 29.589], [8.280, -14.355, 28.166], [7.392, -13.494, 30.197], [11.000, -17.783, 30.323], [10.271, -17.229, 31.678], [11.306, -16.189, 30.670], [8.734, -15.426, 31.548], [9.727, -14.493, 30.471], [6.897, -15.311, 29.708], [9.057, -13.618, 28.073], [7.453, -13.986, 27.567], [8.807, -15.155, 27.607], [8.014, -12.764, 30.154], [7.044, -13.519, 31.163], [10.624, -11.906, 30.090], [9.237, -11.526, 30.184], [9.082, -10.766, 31.403], [7.674, -10.290, 31.361], [7.411, -9.205, 30.300], [7.261, -9.757, 32.594], [10.846, -12.548, 30.926], [11.251, -11.078, 29.929], [10.723, -12.561, 29.194], [9.174, -11.401, 32.274], [9.897, -10.043, 31.604], [6.994, -11.137, 31.001], [7.989, -8.369, 30.716], [6.388, -8.831, 30.224], [7.877, -9.497, 29.392], [6.391, -9.311, 32.541], [7.098, -10.495, 33.235], [8.321, -13.452, 33.958], [7.429, -13.166, 32.952], [6.076, -12.816, 33.309], [5.324, -14.169, 33.730], [5.566, -15.404, 32.810], [3.826, -13.929, 33.806], [9.148, -13.948, 33.482], [7.914, -14.091, 34.722], [8.572, -12.443, 34.315], [6.052, -12.105, 34.134], [5.510, -12.385, 32.495], [5.668, -14.395, 34.731], [6.635, -15.785, 32.879], [5.353, -15.025, 31.838], [4.808, -16.137, 33.094], [3.536, -13.678, 32.898], [3.663, -13.091, 34.261], [6.630, -18.390, 31.422], [5.297, -18.780, 31.080], [4.579, -17.864, 30.296], [3.261, -18.406, 29.922], [3.379, -19.716, 29.166], [2.807, -17.428, 29.000], [7.241, -19.237, 31.844], [6.629, -17.689, 32.208], [7.297, -17.931, 30.637], [4.456, -16.970, 30.941], [5.159, -17.576, 29.406], [2.662, -18.504, 30.731], [3.888, -19.646, 28.253], [2.347, -20.046, 28.954], [3.890, -20.454, 29.735], [2.106, -17.927, 28.476], [2.332, -16.661, 29.412], [2.293, -16.422, 32.791], [1.032, -16.490, 32.058], [0.439, -17.828, 32.577], [-0.664, -18.037, 31.969], [2.636, -15.534, 32.852], [0.409, -15.675, 32.443], [1.330, -16.350, 31.029], [0.275, -17.713, 33.672], [1.006, -18.691, 32.322], [-1.197, -17.253, 31.867], [4.509, -14.881, 28.870], [3.715, -14.405, 29.938], [2.383, -14.025, 29.467], [1.728, -13.489, 30.347], [4.107, -15.704, 28.562], [3.686, -15.156, 30.702], [4.286, -13.581, 30.344], [1.784, -14.852, 29.212], [2.403, -13.333, 28.677], [1.897, -12.561, 30.491]],
  "forces_ev_per_a": [[1.2761, 1.7638, -1.0013], [1.0435, 0.0711, 0.9457], [-0.0460, 0.9961, 1.9809], [0.5607, 1.0286, -0.9690], [2.7724, 0.5210, 1.1292], [-2.6610, 0.7354, -0.5669], [-0.6236, -0.9280, 0.0969], [0.7281, -0.8555, 1.0260], [-1.1985, 0.6420, -0.6001], [-1.2808, -0.5203, -1.1290], [-0.4818, -0.4611, -0.2858], [0.4244, -1.3436, -0.1227], [-0.0328, 0.1994, -0.2357], [-0.0600, 0.1806, 0.0672], [-0.7599, 0.5312, 0.1115], [0.4623, -1.2680, 0.1205], [0.1339, -0.4462, -0.3184], [-0.8358, -0.1264, 1.0068], [0.6776, 1.7154, -1.9046], [0.4812, -1.5637, 1.6437], [1.4196, -1.6620, 0.1161], [-3.1071, -1.8068, -1.0447], [2.0487, 2.1662, -1.7844], [-0.0252, -0.4430, 0.0627], [0.0665, -0.1628, 0.5738], [0.1070, -0.1525, 0.4044], [0.4334, -0.2724, -0.4252], [-0.8673, 1.3413, -0.4967], [-2.2381, 0.0246, -0.5686], [-0.4585, 0.3872, 0.0539], [0.8191, 1.3318, 0.4140], [2.6976, -0.0241, 0.5433], [-0.0873, -0.2571, 1.2073], [-0.8114, -0.3085, 0.5082], [-0.0577, -0.0054, -1.1289], [1.6717, -2.7144, 0.1567], [-0.5607, 0.4509, 0.0872], [1.9746, 0.9842, 1.0664], [-0.2139, -1.5708, -0.6860], [-3.5768, 0.1343, 1.0278], [-0.3814, -0.6240, -1.2023], [-0.7267, 0.4633, 1.0937], [0.4880, 0.9038, 0.4811], [-0.6815, 0.2572, -0.5286], [0.2222, 0.4314, -0.1020], [-0.2317, -1.0774, -0.9131], [0.2011, 0.9239, 0.9944], [-0.1963, -0.1024, -0.0478], [-0.8567, -0.2798, 0.4617], [1.7682, 1.4857, -0.4217], [0.4990, -0.6659, -1.0265], [-1.9301, -2.0671, -1.6930], [2.0768, 1.3663, 0.8747], [0.0606, -0.7591, -0.5238], [-2.5039, -0.0689, -2.6068], [1.3866, 0.7385, 1.6123], [1.0254, 0.1722, 1.7159], [0.5755, 0.1789, 0.5156], [0.7559, 1.0380, 0.3424], [-0.2227, 0.4372, 0.4141], [0.0005, -0.7818, 0.2555], [-0.5645, 0.3184, -0.7922], [1.0803, 0.4003, 0.6505], [-0.0250, 0.3302, -0.4197], [0.0174, -0.5735, -0.1584], [-0.0637, -0.1481, -1.0860], [-1.2783, 0.9951, -0.3141], [0.1291, -0.7571, 0.9124], [-0.0246, 1.2765, 0.3385], [-2.3507, 0.5801, -1.6376], [0.1961, -2.8665, 0.8562], [-0.5815, 0.9058, -0.0599], [0.9392, 1.2474, 1.5289], [1.9193, -2.2007, -0.1529], [0.5963, -0.0744, -0.0099], [-0.1532, -0.2400, 0.5708], [0.7637, -0.5148, 0.8940], [0.0307, 0.0836, 0.2603], [0.4800, 0.1828, -0.6731], [-0.1493, -0.1954, 0.3707], [-1.5052, 0.5044, -0.1144], [0.1610, -0.2364, -1.1217], [0.3894, -0.2327, -0.0842], [-0.3708, 0.0787, -1.7761], [-0.2142, 1.8477, 1.6272], [1.0895, -0.8986, -0.5375], [1.5218, -0.9614, 0.1809], [1.9355, 0.8723, 1.6151], [2.8063, -0.3811, -2.3260], [-1.6862, -0.0858, 1.0366], [-1.2481, 0.1237, -1.9363], [-1.0713, 0.2819, -0.6518], [-0.3063, 1.0270, 1.0134], [-1.1223, -0.4999, 0.0139], [-0.1752, -0.0610, -0.6129], [-0.1559, -0.1460, 0.0601], [-1.9194, -0.4863, 2.7555], [0.7949, 0.5545, -1.3990], [0.3552, -0.2220, 0.0150], [0.2285, -0.6829, 0.6708], [-0.4200, 0.4449, -0.7194], [-0.3955, 0.6221, 0.6299], [-0.3468, -0.5604, -0.2451], [2.4811, -0.2388, 2.8018], [3.8246, 2.6744, 1.7938], [-6.7405, -1.7614, -3.5202], [-0.0315, 0.5643, 0.1912], [-0.3075, -0.0062, -0.5217], [-0.9079, -0.4125, -0.5452], [0.7510, -0.1257, -0.2427], [1.4470, -0.4665, 0.4258], [-0.3141, 0.2932, 0.0841], [0.4081, -0.1598, -0.2879], [2.2052, -0.8083, -1.2624], [3.7887, -2.8144, -5.4066], [-6.8396, 4.0865, 10.0217], [0.0131, -0.2031, -0.0788], [-0.5067, -0.4752, 0.7357], [-0.0409, 0.6048, 0.1550], [-0.2049, -1.7891, -1.4354], [0.8884, 0.4325, -2.4362], [-0.3630, 0.6704, -0.4222]]
}

Entry 2:
{
  "formula": "C28H79N5O13",
  "method": "the ωB97M-V functional and the def2-TZVPD basis",
  "smiles": "COC[C@H](C)N.COC[C@H](C)N.COC[C@H](C)N.COC[C@H](C)N.COC[C@H](C)N.OCCO.OCCO.OCCO.OCCO",
  "e_lumo_ev": 0.3,
  "homo_lumo_gap_ha": 0.3236,
  "de_lowest_ev": 10.5577,
  "homo_ev": -8.478,
  "elements": ["C", "O", "C", "C", "C", "N", "H", "H", "H", "H", "H", "H", "H", "H", "H", "H", "H", "C", "O", "C", "C", "C", "N", "H", "H", "H", "H", "H", "H", "H", "H", "H", "H", "H", "C", "O", "C", "C", "C", "N", "H", "H", "H", "H", "H", "H", "H", "H", "H", "H", "H", "C", "O", "C", "C", "C", "N", "H", "H", "H", "H", "H", "H", "H", "H", "H", "H", "H", "C", "O", "C", "C", "C", "N", "H", "H", "H", "H", "H", "H", "H", "H", "H", "H", "H", "O", "C", "C", "O", "H", "H", "H", "H", "H", "H", "O", "C", "C", "O", "H", "H", "H", "H", "H", "H", "O", "C", "C", "O", "H", "H", "H", "H", "H", "H", "O", "C", "C", "O", "H", "H", "H", "H", "H", "H"],
  "positions_angstrom": [[-22.402, 7.401, -23.495], [-22.178, 6.250, -24.288], [-22.275, 5.040, -23.610], [-22.113, 3.924, -24.564], [-23.301, 3.968, -25.629], [-22.223, 2.755, -23.810], [-22.241, 8.329, -24.074], [-21.683, 7.352, -22.746], [-23.395, 7.298, -23.077], [-21.423, 5.065, -22.882], [-23.262, 4.997, -23.090], [-21.168, 3.955, -25.132], [-23.368, 4.997, -26.098], [-24.252, 3.658, -25.232], [-22.992, 3.161, -26.397], [-21.409, 2.602, -23.224], [-22.889, 2.943, -23.060], [-28.898, 3.741, -22.610], [-28.142, 4.791, -23.326], [-27.704, 5.870, -22.595], [-27.042, 6.864, -23.461], [-25.937, 6.235, -24.376], [-26.368, 7.778, -22.583], [-29.908, 4.021, -22.309], [-28.344, 3.515, -21.669], [-29.058, 2.876, -23.246], [-28.501, 6.394, -22.060], [-27.018, 5.531, -21.817], [-27.743, 7.460, -24.120], [-26.330, 5.487, -25.037], [-25.166, 5.860, -23.771], [-25.487, 6.982, -25.007], [-25.694, 8.460, -22.802], [-25.858, 7.213, -21.904], [-26.526, 0.150, -19.082], [-27.853, 0.225, -18.517], [-28.455, 1.410, -18.777], [-29.613, 1.253, -19.798], [-29.184, 0.774, -21.109], [-30.138, 2.546, -19.876], [-26.525, 0.506, -20.085], [-26.110, -0.876, -19.152], [-25.805, 0.687, -18.528], [-28.699, 1.782, -17.772], [-27.830, 2.184, -19.103], [-30.444, 0.645, -19.449], [-28.316, 1.355, -21.585], [-29.865, 0.957, -21.890], [-28.872, -0.355, -21.028], [-29.446, 3.220, -20.081], [-30.390, 2.803, -18.986], [-27.933, 7.460, -15.377], [-28.611, 6.817, -16.439], [-27.853, 6.651, -17.660], [-28.517, 5.722, -18.598], [-29.817, 6.129, -19.282], [-28.801, 4.472, -17.959], [-27.005, 6.879, -14.946], [-28.567, 7.823, -14.617], [-27.426, 8.288, -15.886], [-27.860, 7.633, -18.051], [-26.890, 6.428, -17.322], [-27.821, 5.754, -19.488], [-29.696, 7.136, -19.805], [-30.602, 6.276, -18.593], [-30.073, 5.470, -20.105], [-29.452, 4.947, -17.332], [-28.065, 4.158, -17.342], [-24.353, 7.626, -20.324], [-24.841, 6.368, -20.761], [-24.047, 5.311, -20.302], [-24.549, 4.059, -21.097], [-25.714, 3.316, -20.433], [-23.457, 3.217, -21.125], [-23.694, 8.033, -21.116], [-23.556, 7.671, -19.558], [-25.131, 8.342, -20.216], [-23.076, 5.608, -20.640], [-24.173, 5.273, -19.220], [-24.921, 4.345, -22.097], [-26.432, 3.920, -19.902], [-25.335, 2.623, -19.698], [-26.158, 2.621, -21.117], [-23.712, 2.243, -21.252], [-23.043, 3.208, -20.180], [-24.551, 10.375, -25.678], [-25.618, 10.544, -24.779], [-25.037, 10.784, -23.372], [-24.309, 9.809, -23.104], [-24.389, 9.499, -25.896], [-26.051, 11.418, -24.919], [-26.333, 9.737, -24.858], [-25.709, 10.763, -22.512], [-24.444, 11.694, -23.392], [-23.415, 9.926, -23.477], [-23.255, 7.718, -26.288], [-22.073, 7.654, -27.028], [-21.723, 6.318, -27.627], [-20.794, 6.459, -28.429], [-23.080, 7.357, -25.432], [-22.130, 8.460, -27.758], [-21.268, 7.879, -26.445], [-22.464, 6.029, -28.339], [-21.328, 5.536, -26.980], [-20.785, 5.687, -28.928], [-28.073, 8.812, -20.448], [-27.555, 10.023, -20.037], [-28.352, 10.527, -18.801], [-27.931, 11.483, -18.179], [-27.643, 8.483, -21.225], [-26.515, 9.909, -19.918], [-27.601, 10.710, -20.849], [-28.444, 9.720, -18.124], [-29.366, 10.717, -19.119], [-28.072, 12.239, -18.686], [-26.562, 2.913, -24.434], [-25.817, 1.888, -23.780], [-25.321, 0.812, -24.711], [-24.807, 0.027, -23.879], [-27.159, 3.271, -23.814], [-24.912, 2.341, -23.407], [-26.446, 1.556, -22.923], [-24.487, 1.146, -25.378], [-26.113, 0.374, -25.290], [-24.666, -0.739, -24.397]],
  "forces_ev_per_a": [[-0.3591, -0.8241, -0.7190], [0.0418, 1.4639, -1.5520], [0.8153, 1.6795, 1.0602], [-1.6076, 0.9134, -2.2076], [2.2998, -0.3270, -1.1575], [-0.0832, -2.4904, 1.4629], [-0.2255, -0.6000, 0.0892], [1.2794, 0.3789, 1.8670], [-0.4007, 0.5800, 0.1825], [-0.7428, -0.4682, 0.0633], [0.6952, -0.1954, -0.1875], [-0.2405, 0.1974, 0.3852], [-0.0577, -1.4139, 0.4295], [-0.3493, 0.0800, 0.4449], [-0.6809, 1.4227, 0.8338], [0.4534, -0.0803, -0.3353], [-0.1450, -0.2929, -0.3868], [0.7733, 1.6589, 0.7126], [-1.9235, -2.2433, -0.6046], [-0.7833, 0.0350, 1.4506], [2.1221, 1.3895, -3.0608], [-1.9706, 0.7022, -0.4738], [-1.1081, -0.3590, 3.1400], [0.0097, 0.6098, -0.0353], [-0.2326, -0.1241, -0.8099], [0.6014, 0.0002, -0.2451], [-0.3939, -0.1428, 0.0652], [0.3705, -0.0295, 0.1532], [0.3363, -0.9231, 0.7327], [-0.0871, -0.6459, -0.1886], [1.0034, -0.8665, 0.9208], [0.0701, 0.6060, -0.2040], [0.5275, 0.7585, -1.7611], [-0.5286, 0.0248, -0.3564], [-0.8781, -1.6395, -0.0002], [3.2296, -2.6756, -0.2931], [-2.0902, -0.6607, 0.9033], [0.6710, 0.4673, 1.8382], [3.4831, -2.1397, -1.2968], [-1.8986, 1.1135, -2.5269], [-0.1126, 0.4686, -0.9364], [-0.8460, 0.2164, 0.3664], [0.6571, 0.9761, 0.9417], [-1.1752, 0.1776, -0.3394], [1.3697, 0.9804, -1.1010], [0.2660, -0.5323, 0.3697], [-0.5139, -0.8441, 1.2845], [-1.6528, -0.3754, -0.6129], [-0.5790, 2.0996, -0.5052], [0.9385, 0.6938, -0.4071], [-1.0887, 0.9368, 2.4536], [3.3323, -0.6336, -2.0778], [-1.1250, -1.1790, 0.8397], [-1.9708, 2.1613, 1.7716], [1.2759, 0.2866, -2.6955], [1.0900, 2.6616, -1.3278], [-0.7216, -0.1488, 0.4165], [-1.9150, 0.4179, -0.5326], [-0.9455, 0.0491, 0.7122], [-0.0118, 0.6331, 0.5794], [0.5040, 1.1475, -1.0420], [1.9192, -1.0548, -0.1336], [-0.0562, -0.8867, 0.7952], [0.0673, -1.0792, 0.8089], [-1.1673, -0.2074, 0.7824], [-0.1417, -0.5194, 0.3236], [-0.4827, -1.4020, 0.8324], [0.4596, 0.0315, 0.0461], [2.3756, 0.5128, -1.3579], [-0.5751, 1.0668, 1.1719], [-1.7383, -0.0649, -1.6920], [-2.1073, 1.3389, 1.5491], [0.3151, 0.2175, 0.6296], [3.0880, -2.2132, 0.5035], [-0.5547, 0.0044, -0.3241], [-1.1367, -0.7693, 0.7297], [-0.7574, 0.3053, 0.5853], [1.2874, -0.6623, 0.2716], [0.3996, -0.6065, 0.2145], [0.5632, 0.2554, 0.2485], [-0.5611, 0.3977, -0.2242], [0.4982, 0.0195, 0.6481], [-0.6792, 0.0322, -0.6973], [-0.1650, -0.0834, -0.2978], [0.0317, 0.0254, -0.6567], [-0.1841, 3.0522, 0.4846], [1.4911, -2.1208, 1.3320], [-4.4816, 4.5633, -1.7463], [7.8938, -7.5359, 2.4248], [0.4440, -2.8802, -0.5443], [-2.5075, 3.9929, -1.8498], [-0.1970, -0.3123, 0.3099], [-1.2322, 1.1110, -0.5063], [-0.3895, 0.8368, -0.0476], [-0.7129, -0.4440, 0.0827], [-1.1435, 0.5172, -0.6216], [-1.2882, -0.1877, -0.7206], [-6.6023, -1.0502, 4.3466], [9.8139, 3.9111, -6.4836], [-0.0463, -0.8256, 0.4052], [0.0070, -0.3940, -0.5676], [2.4156, 0.9765, 1.9738], [-2.7875, -1.0269, 1.0502], [-1.6127, -0.2093, 1.5852], [0.9251, -1.6234, -1.7839], [-1.8357, -0.7975, 1.2777], [-0.7347, 0.1542, 0.0139], [-3.5207, -8.6245, -5.7749], [4.9428, 7.8947, 6.3359], [0.9877, -0.3124, -1.2902], [1.6776, 0.0827, 1.1594], [-0.4509, 1.2457, -0.7814], [-0.0631, -1.5553, 0.5906], [-0.9288, -0.4328, -0.8003], [0.0091, 2.4405, -0.7744], [1.3671, -1.2153, -1.4200], [-1.2479, 2.1214, -0.6243], [-2.3689, 5.9980, -3.9297], [3.3254, -6.3751, 5.6218], [-0.8956, 1.1172, 0.7826], [0.4580, 0.0894, 0.6254], [0.6640, -0.7010, -0.6548], [-1.0159, 0.7639, -0.2826], [-0.7850, -0.0635, -0.6284], [0.9568, -1.9720, 0.1828]]
}

Short version: F_max = 12.80 12.40 eV/Å, in the order given.